[1]
Formula: C2H6CsO
Source: the OMol25 dataset
Level of theory: ωB97M-V/def2-TZVPD

The geometry in XYZ format:
```
10
C2H6CsO (ωB97M-V/def2-TZVPD)
Cs 2.650 -1.941 0.097
C -1.036 0.432 -0.737
C -0.109 0.201 0.516
O 1.236 -0.124 0.116
H -0.941 -0.399 -1.436
H -0.883 1.344 -1.314
H -2.080 0.448 -0.425
H -0.464 -0.645 1.104
H -0.108 1.063 1.183
H 1.735 -0.379 0.895
```

Results
Total energy: -174.89829 a.u.
Strongest force on any atom: 6.44 eV Å⁻¹
Orbital gap: 11.286 eV
Charge: +1
Relative energy (zero: lowest compared OMol25 entry of this formula, charge and spin): 2.211 eV
LUMO energy: -3.88 eV


[2]
Formula: C2H6CsO2
Source: the OMol25 dataset
Level of theory: ωB97M-V/def2-TZVPD

The geometry in XYZ format:
```
11
C2H6CsO2 (ωB97M-V/def2-TZVPD)
Cs 8.397 -4.903 9.008
C 4.840 -1.420 12.977
C 5.343 -0.383 12.024
O 5.124 -0.989 10.757
O 5.287 -1.203 14.238
H 5.155 -2.357 12.518
H 3.761 -1.523 13.093
H 6.365 -0.058 12.223
H 4.647 0.452 12.102
H 4.222 -0.841 10.465
H 4.994 -0.409 14.691
```

Results
Total energy: -250.17233 a.u.
Strongest force on any atom: 3.48 eV Å⁻¹
Orbital gap: 8.186 eV
Charge: +1
Relative energy (zero: lowest compared OMol25 entry of this formula, charge and spin): 1.217 eV
LUMO energy: -4.03 eV


[3]
Formula: C2H6F2N2O3S2
Source: the OMol25 dataset
Level of theory: ωB97M-V/def2-TZVPD

The geometry in XYZ format:
```
17
C2H6F2N2O3S2 (ωB97M-V/def2-TZVPD)
C -0.690 1.210 1.150
C -0.078 2.042 -1.133
N -0.572 -1.449 0.294
N -0.543 0.968 -0.309
O -0.205 -0.660 -2.110
O 1.191 -3.219 -0.438
O 1.261 -2.408 1.749
F 1.658 -0.320 -0.525
F -0.646 -3.796 1.138
S 0.033 -0.555 -0.764
S 0.448 -2.661 0.635
H -1.155 0.291 1.452
H 0.390 1.323 1.516
H -1.097 2.222 1.333
H -0.950 2.703 -1.407
H 0.631 2.823 -0.670
H 0.324 1.487 -1.909
```

Results
Total energy: -1411.02738 a.u.
Strongest force on any atom: 6.64 eV Å⁻¹
Orbital gap: 10.714 eV
Relative energy (zero: lowest compared OMol25 entry of this formula, charge and spin): 0.000 eV
LUMO energy: 0.12 eV